Entry 1:
{"formula": "C5H11NO2", "method": "wB97M-V/def2-TZVPD", "elements": ["O", "C", "O", "C", "C", "C", "C", "N", "H", "H", "H", "H", "H", "H", "H", "H", "H", "H", "H"], "positions_angstrom": [[-1.77740, -1.94927, 0.48085], [-1.56808, -0.82003, 0.78108], [-1.86172, -0.25799, 1.95302], [-0.89852, 0.23862, -0.11718], [0.57540, 0.40497, 0.33153], [1.37796, -0.87925, 0.06484], [1.20969, 1.57405, -0.40623], [-0.99813, -0.11869, -1.47759], [-2.09549, -0.97293, 2.57704], [-1.44231, 1.19336, -0.01888], [0.52059, 0.67633, 1.37628], [2.12713, -1.11265, 0.81421], [0.73701, -1.76971, 0.01896], [1.89839, -0.82155, -0.88292], [2.24846, 1.71549, -0.09040], [1.27495, 1.48296, -1.49279], [0.73270, 2.53073, -0.20009], [-0.18728, -0.59441, -1.89881], [-1.87334, -0.52004, -1.81293]], "lowdin_charge": [0.184, -0.483, 0.166, -0.215, -0.345, -0.033, -0.060, 0.373, 0.168, 0.202, 0.146, 0.100, 0.085, 0.085, 0.103, 0.089, 0.091, 0.169, 0.177], "homo_lumo_gap_ha": [0.4538, 0.2482], "spin_multiplicity": 2, "lumo_ev": [-3.28, -8.86], "e_above_lowest_ev": 0.569, "total_charge": 1}

Entry 2:
{"formula": "C4H3CaO", "method": "wB97M-V/def2-TZVPD", "elements": ["C", "C", "C", "C", "O", "Ca", "H", "H", "H"], "positions_angstrom": [[-1.93737, 0.78517, -0.00415], [-0.64961, 0.67032, 0.42967], [-0.00510, -0.38181, 0.06875], [1.09894, -1.16083, -0.09460], [2.29994, -0.70786, -0.23142], [3.12911, 1.18638, 0.00528], [-2.76445, 0.50349, 0.65326], [-2.16836, 1.34851, -0.91248], [0.99689, -2.24337, 0.08569]], "lowdin_charge": [-0.006, -0.109, -0.126, -0.397, -0.522, 0.948, 0.059, 0.055, 0.098], "homo_lumo_gap_ha": [0.2050, 0.2235], "spin_multiplicity": 2, "lumo_ev": [-0.03, -0.32]}

Entry 3:
{"formula": "C36H99N9O9", "method": "wB97M-V/def2-TZVPD", "elements": ["C", "O", "C", "C", "C", "N", "H", "H", "H", "H", "H", "H", "H", "H", "H", "H", "H", "C", "O", "C", "C", "C", "N", "H", "H", "H", "H", "H", "H", "H", "H", "H", "H", "H", "C", "O", "C", "C", "C", "N", "H", "H", "H", "H", "H", "H", "H", "H", "H", "H", "H", "C", "O", "C", "C", "C", "N", "H", "H", "H", "H", "H", "H", "H", "H", "H", "H", "H", "C", "O", "C", "C", "C", "N", "H", "H", "H", "H", "H", "H", "H", "H", "H", "H", "H", "C", "O", "C", "C", "C", "N", "H", "H", "H", "H", "H", "H", "H", "H", "H", "H", "H", "C", "O", "C", "C", "C", "N", "H", "H", "H", "H", "H", "H", "H", "H", "H", "H", "H", "C", "O", "C", "C", "C", "N", "H", "H", "H", "H", "H", "H", "H", "H", "H", "H", "H", "C", "O", "C", "C", "C", "N", "H", "H", "H", "H", "H", "H", "H", "H", "H", "H", "H"], "positions_angstrom": [[-2.47928, 1.17212, -0.32860], [-2.30987, -0.08669, 0.35866], [-0.93918, -0.37777, 0.64119], [-0.02635, -0.74231, -0.56207], [-0.59538, -1.95873, -1.36411], [1.30942, -1.03983, -0.11645], [-3.48196, 1.56620, -0.49421], [-1.89062, 1.10785, -1.24372], [-1.90829, 1.94991, 0.17848], [-0.57926, 0.52124, 1.14153], [-0.85806, -1.11582, 1.43919], [0.02686, 0.11443, -1.23383], [-0.65233, -2.84546, -0.73278], [-0.04900, -2.17731, -2.28161], [-1.63247, -1.76910, -1.64086], [1.86494, -0.19642, -0.12891], [1.72221, -1.68977, -0.77013], [-4.04730, -0.50645, -3.09037], [-3.97595, 0.83340, -3.42886], [-5.19678, 1.57667, -3.28966], [-4.78799, 3.08933, -3.49150], [-4.00499, 3.73213, -2.29100], [-5.91063, 4.02623, -3.68090], [-4.37988, -0.64186, -2.06122], [-3.08647, -1.02061, -3.11350], [-4.86612, -0.91684, -3.68132], [-5.98574, 1.16554, -3.91945], [-5.64275, 1.43548, -2.30514], [-4.11080, 3.13527, -4.34439], [-4.68637, 3.55650, -1.45854], [-3.78826, 4.78958, -2.44243], [-3.14600, 3.08937, -2.09843], [-6.41459, 3.74290, -4.50905], [-6.57297, 3.92545, -2.92508], [1.18893, -2.30824, 3.20286], [0.75015, -1.59184, 4.35680], [1.63429, -0.52980, 4.88502], [2.93824, -1.12442, 5.33309], [2.76683, -2.20820, 6.33670], [3.81368, -0.11406, 5.89501], [1.59814, -1.70033, 2.39595], [0.40357, -2.98395, 2.86414], [2.00890, -2.86463, 3.65694], [1.97000, 0.24096, 4.19124], [1.04153, -0.06621, 5.67358], [3.59718, -1.47150, 4.53720], [3.72169, -2.46041, 6.79793], [2.26179, -3.08879, 5.93971], [2.06672, -1.96373, 7.13556], [4.75292, -0.46725, 6.00987], [3.38898, 0.05112, 6.79637], [0.91642, -5.46963, -3.98690], [2.26291, -5.95182, -4.01767], [3.12319, -5.48125, -5.10849], [4.44663, -6.25602, -5.31346], [5.28001, -5.75121, -6.48466], [4.18348, -7.67072, -5.33954], [0.85778, -4.38584, -3.88659], [0.21902, -5.81764, -3.22492], [0.42348, -5.69632, -4.93227], [2.59308, -5.48760, -6.06088], [3.36678, -4.45532, -4.83239], [5.06172, -6.13826, -4.42132], [4.62021, -5.54348, -7.32705], [5.97967, -6.48054, -6.89288], [5.80779, -4.81624, -6.29655], [3.35009, -7.88169, -4.80938], [3.76767, -7.99246, -6.20191], [5.27447, 1.62709, -2.61937], [4.88370, 0.42656, -3.26224], [3.95961, -0.29921, -2.53882], [3.33168, -1.42311, -3.44239], [2.10449, -0.92134, -4.25221], [2.83789, -2.45146, -2.49677], [4.40568, 2.28405, -2.57798], [6.08718, 2.10350, -3.16767], [5.66857, 1.51518, -1.60929], [4.43338, -0.79297, -1.69038], [3.15396, 0.32536, -2.15289], [4.15818, -1.79244, -4.04950], [1.47057, -0.35356, -3.57113], [1.42425, -1.66635, -4.66493], [2.39682, -0.29824, -5.09743], [3.61830, -2.97119, -2.12135], [2.29726, -3.11704, -3.03044], [-4.56240, 2.72670, 3.34306], [-3.37493, 2.40011, 3.92288], [-2.90550, 1.04551, 3.62857], [-3.30415, -0.01554, 4.74786], [-2.75873, 0.43492, 6.15570], [-2.73923, -1.35052, 4.55314], [-5.30675, 1.99080, 3.64720], [-4.50067, 2.77593, 2.25593], [-4.96732, 3.65385, 3.74869], [-3.33067, 0.67447, 2.69601], [-1.82689, 1.04803, 3.47144], [-4.37233, -0.20276, 4.85757], [-3.03922, 1.44585, 6.45141], [-1.67090, 0.37854, 6.19521], [-3.14506, -0.16830, 6.97726], [-2.78379, -1.87491, 5.41519], [-1.74939, -1.18612, 4.43795], [1.56918, 2.38526, -0.66859], [2.63616, 1.66959, -0.02745], [2.55786, 1.71039, 1.41691], [3.99591, 1.58992, 2.00460], [4.64281, 0.21899, 1.91295], [4.04919, 2.00816, 3.45779], [1.56634, 2.17692, -1.73849], [1.72455, 3.46408, -0.65852], [0.59159, 2.18908, -0.22821], [2.11618, 2.65777, 1.72592], [1.99042, 0.82303, 1.69744], [4.73838, 2.27316, 1.59226], [5.54674, 0.13542, 2.51629], [4.86413, 0.06337, 0.85706], [3.91118, -0.52798, 2.22092], [3.81137, 1.24980, 4.08102], [5.01721, 2.18574, 3.68470], [-1.31570, 5.30458, 0.09012], [-0.53258, 6.42050, 0.46536], [-0.34780, 7.30975, -0.61201], [-1.19832, 8.65382, -0.53045], [-1.36124, 9.27168, -1.95171], [-0.64434, 9.68230, 0.38782], [-1.48170, 4.73211, 1.00271], [-0.84060, 4.67453, -0.66182], [-2.25598, 5.64672, -0.34222], [0.73805, 7.39410, -0.56833], [-0.42622, 6.93954, -1.63421], [-2.21562, 8.48022, -0.17965], [-0.37348, 9.38923, -2.39739], [-1.87663, 10.23094, -1.99968], [-1.92286, 8.62844, -2.62915], [-0.38817, 9.19431, 1.23419], [0.16561, 10.21209, 0.09902], [-0.62107, -5.41066, 1.54700], [-1.95167, -5.05518, 1.46656], [-2.27417, -3.73735, 1.82624], [-3.78630, -3.51341, 1.66786], [-4.39360, -3.80677, 0.34850], [-4.18129, -2.14318, 1.91668], [-0.06062, -4.65077, 1.00242], [-0.47542, -6.43505, 1.20421], [-0.23358, -5.36546, 2.56480], [-1.96723, -3.63740, 2.86734], [-1.68770, -2.92633, 1.39451], [-4.31306, -4.07051, 2.44264], [-3.97814, -3.16032, -0.42454], [-5.46607, -3.61204, 0.34844], [-4.33450, -4.85957, 0.07241], [-3.55791, -1.49039, 1.46352], [-4.01811, -2.05114, 2.90915]], "lowdin_charge": [-0.080, -0.218, -0.182, -0.400, -0.016, 0.079, 0.079, 0.080, 0.072, 0.103, 0.101, 0.103, 0.068, 0.055, 0.051, 0.032, 0.036, -0.127, -0.206, -0.168, -0.388, -0.062, 0.021, 0.081, 0.080, 0.090, 0.116, 0.115, 0.131, 0.070, 0.075, 0.050, 0.063, 0.066, -0.082, -0.218, -0.135, -0.496, -0.067, 0.036, 0.060, 0.064, 0.076, 0.100, 0.129, 0.131, 0.084, 0.077, 0.089, 0.085, 0.080, -0.102, -0.202, -0.160, -0.448, -0.057, 0.034, 0.054, 0.089, 0.083, 0.121, 0.107, 0.131, 0.071, 0.080, 0.077, 0.061, 0.070, -0.091, -0.168, -0.228, -0.362, -0.041, 0.038, 0.085, 0.088, 0.082, 0.120, 0.095, 0.126, 0.064, 0.064, 0.079, 0.085, 0.032, -0.154, -0.184, -0.121, -0.369, -0.063, 0.026, 0.088, 0.082, 0.091, 0.099, 0.119, 0.129, 0.066, 0.064, 0.068, 0.080, 0.049, -0.098, -0.242, -0.147, -0.381, -0.062, 0.031, 0.085, 0.086, 0.067, 0.126, 0.096, 0.130, 0.081, 0.063, 0.062, -0.002, 0.058, -0.112, -0.185, -0.210, -0.373, -0.079, 0.018, 0.090, 0.074, 0.080, 0.123, 0.109, 0.128, 0.071, 0.072, 0.068, 0.061, 0.062, -0.127, -0.174, -0.196, -0.436, -0.077, 0.047, 0.078, 0.094, 0.080, 0.111, 0.089, 0.143, 0.073, 0.077, 0.074, 0.036, 0.028], "homo_lumo_gap_ha": 0.3302, "lumo_ev": 0.53, "e_above_lowest_ev": 4.313}

Ordered molecular weight results: 117.1 107.1 802.2; unit Da.